# C4H12N2

The molecule C4H12N2 at a distorted geometry (wB97M-V/def2-TZVPD, OMol25).

The geometry in ORCA input format:
```
! wB97M-V def2-TZVPD RIJCOSX def2/J DEFGRID3
* xyz 0 1
N 1.7970 -1.5995 -1.4237
C 1.4327 -0.6524 -0.3668
C 0.4358 0.5698 -0.7116
C -0.1606 1.1567 0.6563
C -1.1676 0.2339 1.3261
N -2.2330 -0.0193 0.2647
H 0.9393 -2.0827 -1.8377
H 2.2879 -1.1048 -2.2297
H 2.3685 -0.2147 0.0398
H 0.9577 -1.2909 0.4372
H -0.3282 0.1459 -1.3026
H 0.8187 1.4414 -1.2527
H -0.4048 2.2243 0.6799
H 0.7277 1.2450 1.3391
H -0.5992 -0.6957 1.6345
H -1.5175 0.6079 2.2254
H -2.5723 0.8819 -0.0845
H -2.7819 -0.8468 0.6064
*
```

## Properties
Kohn-Sham gap   10.16 eV
F_max   3.48 eV Å⁻¹
Relative energy (zero: lowest compared OMol25 entry of this formula, charge and spin)   1.4703 eV
E_HOMO   -9.0053 eV

Atom charges from the natural (NBO) analysis, given in e for atoms 1 to 4: number 1, N, carries -0.84; number 2, C, carries -0.21; number 3, C, carries -0.42; number 4, C, carries -0.42